Below is an isolated molecule of C23H36N4O8S2, with properties calculated with ωB97M-V with the def2-TZVPD basis set.

energy relative to the best compared isomer or geometry (same formula, charge and spin): 0.00 kcal per mole
structure (SMILES): CSCC[C@@H](Nc1ccc(S(=O)(=O)N2CCOCC2)cc1[N+](=O)[O-])C(=O)OCC(=O)N(C(C)C)C(C)C
total charge: 0
HOMO level: -8.41 eV
F_max: 1.4 eV/A
orbital gap: 7.9 eV

Each line ends with the Mulliken charge.
Element x y z (Å)
C: 6.617 -3.173 0.573  -0.897
S: 4.837 -3.121 0.221  -0.038
C: 4.788 -1.660 -0.874  -0.663
C: 4.729 -0.350 -0.098  -1.445
C: 3.332 0.024 0.419  0.080
N: 2.509 0.472 -0.679  -0.239
C: 1.242 0.911 -0.533  1.035
C: 0.795 1.471 0.687  -0.600
C: -0.497 1.889 0.853  -1.521
C: -1.411 1.775 -0.194  1.415
S: -3.124 2.229 0.073  1.632
O: -3.943 1.438 -0.795  -0.766
O: -3.371 2.208 1.484  -0.790
N: -3.309 3.807 -0.411  -0.067
C: -3.305 4.104 -1.825  -0.759
C: -1.923 4.580 -2.289  -0.086
O: -1.459 5.651 -1.493  -0.458
C: -1.369 5.284 -0.133  -0.101
C: -2.734 4.847 0.408  -0.748
C: -1.017 1.267 -1.400  -0.856
C: 0.306 0.856 -1.601  -1.133
N: 0.608 0.287 -2.862  1.181
O: -0.283 0.195 -3.684  -0.700
O: 1.756 -0.092 -3.093  -0.794
C: 2.630 -1.139 1.145  0.357
O: 2.526 -1.210 2.339  -0.658
O: 2.136 -2.015 0.274  -0.099
C: 1.244 -2.988 0.791  -1.327
C: -0.142 -2.307 0.875  0.993
O: -0.214 -1.148 0.506  -0.281
N: -1.184 -3.009 1.342  0.272
C: -1.095 -4.397 1.779  0.139
C: -1.379 -4.523 3.277  -1.478
C: -2.011 -5.300 0.950  -1.527
C: -2.491 -2.333 1.443  0.086
C: -3.000 -1.908 0.068  -1.240
C: -2.426 -1.150 2.407  -1.171
H: 7.168 -3.325 -0.351  0.284
H: 6.928 -2.253 1.060  0.254
H: 6.776 -4.012 1.242  0.369
H: 3.914 -1.794 -1.509  0.258
H: 5.684 -1.701 -1.492  0.560
H: 5.406 -0.405 0.757  0.498
H: 5.067 0.465 -0.743  0.426
H: 3.451 0.829 1.153  0.413
H: 2.686 0.020 -1.576  0.440
H: 1.475 1.523 1.520  0.332
H: -0.844 2.274 1.799  0.582
H: -3.613 3.200 -2.348  0.377
H: -4.040 4.896 -2.007  0.363
H: -1.972 4.964 -3.309  0.389
H: -1.203 3.749 -2.247  0.039
H: -1.009 6.170 0.393  0.385
H: -0.638 4.468 -0.015  0.038
H: -2.659 4.457 1.422  0.383
H: -3.417 5.705 0.400  0.361
H: -1.733 1.142 -2.198  0.707
H: 1.256 -3.811 0.076  0.470
H: 1.593 -3.310 1.777  0.483
H: -0.070 -4.729 1.608  0.407
H: -2.408 -4.269 3.512  0.304
H: -1.198 -5.546 3.597  0.468
H: -0.721 -3.863 3.838  0.367
H: -1.821 -6.339 1.205  0.472
H: -1.813 -5.162 -0.110  0.371
H: -3.060 -5.091 1.137  0.315
H: -3.184 -3.071 1.853  0.335
H: -3.091 -2.768 -0.591  0.361
H: -2.324 -1.187 -0.380  0.093
H: -3.971 -1.432 0.166  0.484
H: -1.732 -0.402 2.039  0.016
H: -3.405 -0.687 2.486  0.479
H: -2.104 -1.477 3.394  0.370